The following is a DFT calculation (ωB97M-V/def2-TZVPD) of the molecule C3H4INO at a distorted geometry.

Output
Gap between HOMO and LUMO   9.69 eV
Total energy   -544.36046 Eh
Lowest unoccupied orbital energy   -0.2 eV
E_HOMO   -9.90 eV
SMILES   [H]/N=C(\C)C(=O)I

```
! RIJCOSX wB97M-V def2-TZVPD def2/J DEFGRID3
* xyz 0 1
H 1.44067 -1.40868 -0.95223
N 0.65352 -1.48701 -0.22663
C -0.04995 -0.45496 -0.05683
C 0.45876 0.83301 -0.67751
C -1.21395 -0.58855 0.88557
O -1.95684 -1.46365 0.95630
I -1.21942 0.98816 2.43046
H 0.98735 0.63403 -1.54086
H -0.26858 1.56499 -0.72790
H 1.16843 1.38266 -0.09037
*
```

Charges computed using natural (NBO), reported in e:
1. H 0.350
2. N -0.543
3. C 0.155
4. C -0.677
5. C 0.499
6. O -0.430
7. I -0.050
8. H 0.225
9. H 0.228
10. H 0.243


The following is a DFT calculation (ωB97M-V/def2-TZVPD) of a cluster of 2 separate species, C3H4IO2 in total at a distorted geometry.

Output
Gap between HOMO and LUMO   6.17 eV
Total energy   -564.87918 Eh
Lowest unoccupied orbital energy   3.4 eV
E_HOMO   -2.79 eV

```
! RIJCOSX wB97M-V def2-TZVPD def2/J DEFGRID3
* xyz -1 1
C 1.94001 -1.04335 -0.84645
C -1.02004 0.21402 1.00007
C -0.23031 0.19534 -0.28978
O 1.53594 -1.42492 -1.87219
O 2.63844 -0.84648 0.02425
I -0.00462 2.38121 -0.98209
H -1.74612 -0.80134 1.21910
H -0.52935 0.29668 1.91307
H -1.68480 1.05362 0.93638
H -0.89915 -0.02477 -1.10236
*
```

Charges computed using natural (NBO), reported in e:
1. C 1.056
2. C -0.664
3. C -0.598
4. O -0.599
5. O -0.571
6. I -0.274
7. H 0.157
8. H 0.181
9. H 0.182
10. H 0.131


The following is a DFT calculation (ωB97M-V/def2-TZVPD) of a structure of composition C3H4IO2 at a distorted geometry.

Output
Gap between HOMO and LUMO   6.88 eV
Total energy   -564.91752 Eh
Lowest unoccupied orbital energy   3.1 eV
E_HOMO   -3.76 eV

```
! RIJCOSX wB97M-V def2-TZVPD def2/J DEFGRID3
* xyz -1 1
C 0.18226 -0.04480 -1.80140
C 0.29327 0.40112 1.20848
C -0.31119 -0.43948 0.08522
O 0.06546 1.11923 -1.94136
O 0.53976 -1.04030 -2.43582
I -2.49496 -0.21649 0.27506
H 1.26904 -0.01955 1.33221
H 0.62544 1.43496 0.89251
H -0.18362 0.34005 2.15063
H 0.01454 -1.53475 0.23446
*
```

Charges computed using natural (NBO), reported in e:
1. C 0.908
2. C -0.679
3. C -0.492
4. O -0.697
5. O -0.735
6. I -0.094
7. H 0.198
8. H 0.211
9. H 0.194
10. H 0.186


The following is a DFT calculation (ωB97M-V/def2-TZVPD) of a structure of composition C3H4IrO3 at a distorted geometry.

Output
Gap between HOMO and LUMO (alpha / beta)   8.86 / 5.61 eV
Total energy   -446.46724 Eh
Lowest unoccupied orbital energy (alpha / beta)   -0.1 / -4.0 eV
E_HOMO (alpha / beta)   -8.93 / -9.63 eV

```
! RIJCOSX wB97M-V def2-TZVPD def2/J DEFGRID3
* xyz 0 6
C -1.05346 0.57429 0.07709
O 1.63293 0.10760 -0.66389
C 0.79600 0.48556 -1.52546
C -0.80623 -0.52163 1.06374
O -0.54037 0.36048 -1.25138
O 1.04386 0.90129 -2.66810
H -2.13521 0.72350 -0.09359
H -1.56021 -0.47697 1.86840
H -0.65652 1.53976 0.44172
H 2.25872 -2.34077 1.64895
Ir 1.02049 -1.35310 1.10253
*
```

Charges computed using natural (NBO), reported in e:
1. C -0.169
2. O -0.719
3. C 0.944
4. C -0.571
5. O -0.534
6. O -0.607
7. H 0.223
8. H 0.194
9. H 0.202
10. H -0.198
11. Ir 1.235


One value per record, in order, for energy above the lowest of the compared OMol25 structures with the same formula, charge and spin: 14.1 35.7 11.7 25.0 kcal per mole.